Entry from the OMol25 dataset: a single C4H6O molecule in a non-equilibrium geometry (ωB97M-V/def2-TZVPD).

Each line ends with the Mulliken charge.
CARTESIAN COORDINATES (ANGSTROEM)
1 C 1.02 -0.58 -0.17  -0.3330
2 C -0.33 -0.83 -0.89  -0.3513
3 C -1.27 0.04 -0.03  -0.2681
4 C -0.47 0.86 0.69  -0.3180
5 H 1.97 -0.55 -0.91  0.2196
6 H 1.26 -1.39 0.58  0.2416
7 H -0.61 -1.92 -0.91  0.2770
8 H -0.38 -0.45 -1.94  0.2086
9 H -2.38 0.01 -0.03  0.3306
10 H -0.82 1.59 1.41  0.3770
11 O 0.91 0.72 0.53  -0.3840

Values from the calculation:
Structure (SMILES) = C1=COCC1
Relative energy (zero: lowest compared OMol25 entry of this formula, charge and spin) = 62.3 kJ/mol
Kohn-Sham gap = 9.644 eV
Molar mass = 70.09 g mol⁻¹
HOMO energy = -8.55 eV
Total energy = -6291.27226 eV
2S+1 = 1

=====

Entry from the OMol25 dataset: a molecular structure, C24H17N3O4Rh (ωB97M-V/def2-TZVPD).

Each line ends with the Mulliken charge.
CARTESIAN COORDINATES (ANGSTROEM)
1 Rh 0.07 0.07 0.28  0.5925
2 O -0.44 -0.51 -6.46  -0.6989
3 C -1.40 -0.72 -5.70  0.4145
4 O -2.57 -1.09 -5.86  -0.6991
5 C -1.05 -0.46 -4.20  -0.2298
6 C 0.24 -0.05 -3.85  -0.8351
7 C 0.53 0.14 -2.52  0.5015
8 N -0.43 -0.05 -1.60  -0.1686
9 C -1.67 -0.46 -1.90  0.4928
10 C -2.01 -0.67 -3.22  -0.8333
11 C -2.52 -0.66 -0.70  0.5883
12 C -3.85 -1.03 -0.75  -0.5497
13 C -4.55 -1.18 0.43  -0.4589
14 C -3.92 -0.97 1.64  -0.8787
15 C -2.58 -0.61 1.63  -0.1785
16 N -1.91 -0.46 0.50  0.1803
17 C 1.83 0.53 -1.92  0.5912
18 C 2.96 0.83 -2.66  -0.5551
19 C 4.12 1.19 -2.00  -0.4615
20 C 4.14 1.23 -0.62  -0.8745
21 C 2.99 0.92 0.07  -0.1838
22 N 1.87 0.57 -0.56  0.1786
23 H 0.95 0.08 -4.66  0.6343
24 H -2.99 -1.00 -3.56  0.6380
25 H -4.33 -1.18 -1.71  0.4658
26 H -5.60 -1.47 0.40  0.4582
27 H -4.44 -1.08 2.58  0.4300
28 H -2.03 -0.42 2.54  0.5524
29 H 2.91 0.80 -3.74  0.4651
30 H 5.01 1.43 -2.57  0.4570
31 H 5.03 1.51 -0.07  0.4325
32 H 2.93 0.94 1.16  0.5554
33 C 1.29 -3.88 0.82  -1.9977
34 C 1.01 -2.46 1.21  1.3988
35 O 0.56 -1.79 0.23  -0.1964
36 C 1.25 -1.99 2.53  0.7643
37 C 1.77 -2.92 3.49  -1.1913
38 C 2.03 -2.56 4.77  -0.8919
39 C 1.78 -1.23 5.17  -0.3932
40 C 1.29 -0.31 4.30  -0.7902
41 C 1.01 -0.65 2.96  0.8865
42 O 0.54 0.29 2.20  -0.6451
43 H 1.04 -4.02 -0.23  0.3425
44 H 0.70 -4.57 1.43  0.4482
45 H 2.35 -4.12 0.97  0.4483
46 H 1.96 -3.94 3.18  0.4505
47 H 2.42 -3.28 5.48  0.4226
48 H 1.98 -0.94 6.20  0.4337
49 H 1.10 0.71 4.61  0.4872

Values from the calculation:
Relative energy (zero: lowest compared OMol25 entry of this formula, charge and spin) = 0.0 kJ/mol
Kohn-Sham gap = 5.094 eV
Molar mass = 514.32 g mol⁻¹
Net charge = +1
HOMO energy = -10.43 eV
Total energy = -40826.60057 eV
2S+1 = 1

=====

Entry from the OMol25 dataset: 2 unconnected molecules or ions with the total composition C28H33N2 in a non-equilibrium geometry (ωB97M-V/def2-TZVPD).

Each line ends with the Mulliken charge.
CARTESIAN COORDINATES (ANGSTROEM)
1 C 0.69 -2.99 -3.83  -0.7650
2 N -0.24 -1.88 -3.80  0.1002
3 C -0.91 -1.51 -5.05  -0.9180
4 C -0.57 -1.30 -2.65  -0.2321
5 C -1.54 -0.29 -2.55  -0.1544
6 C -1.95 0.30 -1.36  0.0224
7 C -3.11 1.14 -1.26  1.1181
8 C -3.50 1.66 -0.01  -0.0635
9 C -4.63 2.45 0.14  -0.7276
10 C -5.43 2.75 -0.98  -0.3950
11 C -5.08 2.25 -2.24  -0.7548
12 C -3.95 1.44 -2.39  -0.5265
13 H 0.90 -3.23 -4.87  0.2375
14 H 1.62 -2.74 -3.31  0.3287
15 H 0.27 -3.88 -3.34  0.3359
16 H -0.38 -2.05 -5.85  0.2997
17 H -1.97 -1.80 -5.05  0.3714
18 H -0.85 -0.43 -5.23  0.3692
19 H -0.05 -1.65 -1.75  0.6123
20 H -1.98 0.07 -3.50  0.1178
21 H -1.45 0.00 -0.44  -0.0120
22 H -2.88 1.39 0.86  0.1219
23 H -4.91 2.80 1.13  0.4140
24 H -6.32 3.37 -0.86  0.3943
25 H -5.70 2.47 -3.11  0.3853
26 H -3.72 1.00 -3.36  0.2993
27 C 5.39 -1.58 3.00  -0.4967
28 C 4.64 -0.95 4.00  -0.6484
29 C 3.42 -0.35 3.69  -0.4368
30 C 2.94 -0.35 2.37  -0.2686
31 C 1.58 0.30 2.11  0.2272
32 C 0.41 -0.63 2.41  0.0062
33 C -0.73 -0.09 3.01  -0.2481
34 C -1.85 -0.90 3.24  -0.6337
35 C -1.82 -2.25 2.88  -0.5422
36 C -0.66 -2.79 2.32  -0.8143
37 C 0.46 -1.99 2.08  -0.3113
38 C 1.43 0.87 0.69  0.3657
39 C 2.46 1.95 0.32  -0.5752
40 C 1.68 2.99 -0.52  -0.8074
41 C 0.19 2.72 -0.25  -0.5448
42 N 0.12 1.42 0.37  0.2053
43 C 3.70 -0.97 1.37  0.2798
44 C 4.91 -1.59 1.69  -0.8364
45 H 6.34 -2.05 3.24  0.3880
46 H 4.99 -0.93 5.03  0.3942
47 H 2.82 0.14 4.46  0.3719
48 H 1.51 1.16 2.80  0.6506
49 H -0.73 0.96 3.31  0.4907
50 H -2.73 -0.46 3.71  0.4492
51 H -2.70 -2.88 3.04  0.4219
52 H -0.61 -3.85 2.06  0.4210
53 H 1.37 -2.40 1.64  0.4998
54 H 1.53 0.03 -0.01  -0.4975
55 H 2.88 2.41 1.22  0.4132
56 H 3.29 1.48 -0.23  0.3207
57 H 1.95 4.01 -0.26  0.3485
58 H 1.90 2.82 -1.57  0.2750
59 H -0.25 3.50 0.40  0.3304
60 H -0.37 2.72 -1.19  0.2170
61 H -0.61 1.30 1.05  -0.0997
62 H 3.34 -0.99 0.33  0.3272
63 H 5.47 -2.09 0.89  0.3786

Values from the calculation:
Relative energy (zero: lowest compared OMol25 entry of this formula, charge and spin) = 30.8 kJ/mol
Kohn-Sham gap = 6.383 eV
Molar mass = 397.59 g mol⁻¹
Net charge = +1
HOMO energy = -10.85 eV
Total energy = -32545.06332 eV
2S+1 = 1

=====

Entry from the OMol25 dataset: a single C4H4O3 molecule in a non-equilibrium geometry (ωB97M-V/def2-TZVPD).

Each line ends with the Mulliken charge.
CARTESIAN COORDINATES (ANGSTROEM)
1 C 0.88 -0.21 -1.73  -0.9626
2 C -0.29 0.22 -0.71  0.3960
3 C -0.19 -0.49 0.75  0.6260
4 C -0.95 0.45 1.85  -0.0036
5 H 1.19 -1.31 -1.08  0.2573
6 H 1.90 0.36 -1.41  0.2925
7 H 0.44 -0.16 -2.63  0.3588
8 H -1.48 1.48 1.60  0.2707
9 O -1.12 0.98 -0.81  -0.3968
10 O 0.54 -1.34 1.22  -0.4735
11 O -0.94 0.00 2.94  -0.3646

Values from the calculation:
Structure (SMILES) = CC(=O)C(=O)C=O
Relative energy (zero: lowest compared OMol25 entry of this formula, charge and spin) = 342.6 kJ/mol
Kohn-Sham gap = 8.231 eV
Molar mass = 100.07 g mol⁻¹
HOMO energy = -9.20 eV
Total energy = -10351.66084 eV
2S+1 = 1

=====

Entry from the OMol25 dataset: 2 unconnected molecules or ions with the total composition C5H17N2O in a non-equilibrium geometry (ωB97M-V/def2-TZVPD).

Each line ends with the Mulliken charge.
CARTESIAN COORDINATES (ANGSTROEM)
1 N -0.68 -1.09 -1.00  -0.1235
2 C 0.04 -0.22 0.02  -0.5202
3 C -1.00 0.70 0.85  0.4999
4 C -1.55 -0.04 2.09  -1.4771
5 C -0.24 2.09 1.03  -1.4521
6 C 1.18 -1.14 0.80  -0.5683
7 N 1.89 -1.85 -0.21  -0.6061
8 H -0.82 -0.63 -1.94  0.3287
9 H -1.64 -1.19 -0.61  0.4252
10 H -0.25 -1.97 -1.21  0.3758
11 H 0.56 0.63 -0.41  0.2117
12 H -1.85 0.93 0.18  0.3753
13 H -0.88 -0.72 2.58  0.3556
14 H -2.32 -0.66 1.80  0.4191
15 H -1.75 0.62 2.91  0.4032
16 H -0.62 2.46 1.97  0.3918
17 H -0.44 2.74 0.29  0.4226
18 H 0.92 2.02 1.07  0.3008
19 H 0.60 -1.75 1.61  0.3441
20 H 1.88 -0.57 1.39  0.3327
21 H 2.84 -1.54 -0.14  0.3049
22 H 2.01 -2.85 0.09  0.2494
23 H -0.53 1.82 -3.40  0.3288
24 H 1.15 1.78 -3.17  0.3074
25 O 0.27 1.38 -2.92  -0.6297

Values from the calculation:
Relative energy (zero: lowest compared OMol25 entry of this formula, charge and spin) = 201.2 kJ/mol
Kohn-Sham gap = 10.867 eV
Molar mass = 121.20 g mol⁻¹
Net charge = +1
HOMO energy = -13.89 eV
Total energy = -10480.84872 eV
2S+1 = 1

=====

Entry from the OMol25 dataset: a single C4H8N2O molecule (ωB97M-V/def2-TZVPD).

Each line ends with the Mulliken charge.
CARTESIAN COORDINATES (ANGSTROEM)
1 C -1.17 -1.26 0.43  -1.2577
2 C -0.23 -0.06 0.23  1.6681
3 C -0.88 1.07 -0.68  -1.1695
4 N -0.33 1.08 0.98  -0.8416
5 C 1.22 -0.52 -0.09  0.1280
6 O 1.49 -1.69 -0.28  -0.6322
7 N 2.16 0.47 -0.04  -0.4210
8 H -2.02 -1.25 -0.26  0.3287
9 H -0.61 -2.18 0.26  0.3350
10 H -1.56 -1.24 1.45  0.3314
11 H -0.28 1.22 -1.58  0.3267
12 H -1.92 0.83 -0.84  0.3682
13 H -0.86 2.05 -0.12  0.2909
14 H 1.88 1.33 0.41  0.2785
15 H 3.11 0.15 0.11  0.2666

Values from the calculation:
Relative energy (zero: lowest compared OMol25 entry of this formula, charge and spin) = 406.9 kJ/mol
Kohn-Sham gap = 9.356 eV
Molar mass = 100.12 g mol⁻¹
HOMO energy = -8.61 eV
Total energy = -9302.17621 eV
2S+1 = 1

=====

Entry from the OMol25 dataset: a molecular structure, C40H34N7O9S2Tl (ωB97M-V/def2-TZVPD).

Each line ends with the Mulliken charge.
CARTESIAN COORDINATES (ANGSTROEM)
1 Tl 1.92 -0.49 0.98  2.1678
2 O 5.71 -0.13 2.79  -0.7824
3 C 4.76 -0.21 2.02  0.0626
4 N 3.49 0.06 2.34  -0.0148
5 C 3.29 0.50 3.69  -1.2204
6 C 1.89 0.94 4.00  0.6947
7 C 1.55 1.30 5.30  -0.9337
8 C 0.26 1.70 5.58  -0.4602
9 C -0.66 1.77 4.54  -1.1056
10 C -0.23 1.42 3.28  -0.1827
11 N 1.00 1.00 3.01  0.2440
12 C 5.00 -0.49 0.55  0.3779
13 C 6.26 -0.88 0.12  -0.6166
14 C 6.47 -1.03 -1.23  -0.5028
15 C 5.43 -0.75 -2.11  -0.9079
16 C 4.21 -0.37 -1.60  -0.4324
17 N 3.99 -0.25 -0.29  0.2770
18 H 3.96 1.35 3.89  0.7265
19 H 3.58 -0.28 4.40  0.3468
20 H 2.30 1.26 6.08  0.5095
21 H -0.03 1.96 6.59  0.4367
22 H -1.68 2.09 4.71  0.4745
23 H -0.91 1.49 2.44  0.3663
24 H 7.01 -1.08 0.86  0.5547
25 H 7.43 -1.38 -1.61  0.4310
26 H 5.56 -0.84 -3.18  0.4510
27 H 3.37 -0.15 -2.24  0.5912
28 C -10.52 3.99 -3.32  -0.8525
29 O -9.26 4.44 -3.78  -0.4629
30 C -8.15 3.85 -3.29  0.9537
31 C -6.94 4.32 -3.79  -0.6768
32 C -5.75 3.79 -3.35  -0.5284
33 C -5.73 2.77 -2.38  0.1092
34 C -6.95 2.29 -1.91  -0.8385
35 C -8.15 2.82 -2.35  -0.3990
36 C -4.49 2.21 -1.86  0.2199
37 N -4.40 1.15 -1.10  -0.8096
38 C -3.07 1.02 -0.80  0.5976
39 C -2.34 2.04 -1.39  0.3283
40 N -3.27 2.78 -2.07  -0.0711
41 C -0.94 2.20 -1.22  0.2186
42 C -0.15 3.14 -1.89  -0.7012
43 C 1.19 3.22 -1.61  -1.4160
44 C 1.72 2.37 -0.63  -0.4045
45 N 0.99 1.47 -0.02  0.1293
46 C -0.31 1.32 -0.31  0.9108
47 C -1.05 0.20 0.26  -0.9247
48 N -0.37 -0.71 0.99  0.8378
49 C -0.96 -1.82 1.38  -0.6899
50 C -2.32 -2.06 1.15  -1.2718
51 C -3.05 -1.13 0.46  -0.5696
52 C -2.41 0.02 -0.02  0.8317
53 H -11.26 4.58 -3.84  0.2413
54 H -10.63 4.15 -2.24  0.3452
55 H -10.67 2.93 -3.55  0.3443
56 H -6.96 5.10 -4.54  0.4230
57 H -4.83 4.15 -3.78  0.2715
58 H -6.94 1.50 -1.18  0.4412
59 H -9.08 2.43 -1.95  0.3913
60 H -3.08 3.62 -2.60  0.2110
61 H -0.60 3.78 -2.64  0.4476
62 H 1.83 3.91 -2.14  0.4488
63 H 2.76 2.43 -0.35  0.5816
64 H -0.33 -2.55 1.87  0.4629
65 H -2.77 -2.98 1.50  0.5220
66 H -4.10 -1.27 0.25  0.5475
67 O 0.04 -1.68 -3.12  -0.8347
68 S 0.66 -2.07 -1.87  1.7185
69 O 1.30 -0.87 -1.25  -0.5141
70 O -0.20 -2.83 -1.00  -0.6186
71 C 2.09 -3.08 -2.32  -0.3467
72 C 2.38 -3.14 -3.68  -0.5498
73 C 3.54 -3.75 -4.12  -0.6559
74 C 4.42 -4.32 -3.21  -0.7070
75 C 4.13 -4.25 -1.86  -0.9520
76 C 2.99 -3.61 -1.40  0.1766
77 S 2.88 -3.65 0.40  1.1808
78 O 2.43 -4.97 0.72  -0.7534
79 O 4.21 -3.32 0.85  -0.6291
80 O 1.89 -2.63 0.87  -0.2669
81 H 1.67 -2.70 -4.36  0.5639
82 H 3.76 -3.78 -5.18  0.3986
83 H 5.33 -4.79 -3.55  0.4038
84 H 4.81 -4.67 -1.12  0.5031
85 C 3.11 -3.38 4.04  -0.8247
86 C 1.86 -2.73 4.59  -0.4542
87 O 1.28 -1.80 3.66  -0.2435
88 H 3.55 -4.01 4.81  0.4551
89 H 3.84 -2.63 3.74  0.0743
90 H 2.87 -3.98 3.18  0.1400
91 H 2.10 -2.18 5.52  0.3096
92 H 1.13 -3.51 4.85  0.4636
93 H 0.38 -1.65 3.93  0.2103

Values from the calculation:
Relative energy (zero: lowest compared OMol25 entry of this formula, charge and spin) = 77.7 kJ/mol
Kohn-Sham gap = 7.516 eV
Molar mass = 1025.27 g mol⁻¹
HOMO energy = -8.16 eV
Total energy = -97256.01804 eV
2S+1 = 1

=====

Entry from the OMol25 dataset: 4 unconnected molecules or ions with the total composition C15H28ClNO6 in a non-equilibrium geometry (ωB97M-V/def2-TZVPD).

Each line ends with the Mulliken charge.
CARTESIAN COORDINATES (ANGSTROEM)
1 C -3.20 -2.66 -0.47  -1.4692
2 C -3.35 -1.40 -1.30  -0.0236
3 C -2.12 -1.22 -2.32  -0.7421
4 N -2.17 0.14 -3.10  0.0689
5 C -3.47 0.15 -3.99  -0.5896
6 C -3.41 1.19 -5.11  -0.8164
7 C -2.14 1.40 -5.92  -0.6179
8 C -0.91 1.30 -4.98  -0.8665
9 C -0.88 0.12 -3.93  -0.5484
10 C -2.13 1.35 -2.15  -0.9558
11 H -2.19 -2.84 -0.12  0.3768
12 H -3.32 -3.58 -1.03  0.3722
13 H -3.82 -2.78 0.43  0.3619
14 H -3.44 -0.55 -0.63  0.2854
15 H -4.24 -1.54 -1.91  0.2617
16 H -2.12 -1.99 -3.09  0.3088
17 H -1.14 -1.18 -1.86  0.5189
18 H -3.65 -0.85 -4.39  0.4752
19 H -4.37 0.42 -3.43  0.3509
20 H -4.19 0.90 -5.82  0.3707
21 H -3.68 2.15 -4.66  0.3787
22 H -2.13 0.50 -6.54  0.2961
23 H -2.15 2.32 -6.51  0.3660
24 H 0.07 1.37 -5.46  0.4601
25 H -0.81 2.24 -4.45  0.3296
26 H -0.87 -0.83 -4.47  0.3866
27 H 0.03 0.19 -3.34  0.5382
28 H -2.07 2.29 -2.71  0.3865
29 H -1.25 1.15 -1.53  0.3952
30 H -3.01 1.31 -1.51  0.3352
31 Cl 3.78 -0.10 0.27  -0.9923
32 C 6.26 -3.45 4.96  -0.2485
33 C 6.80 -2.01 4.90  -0.2990
34 O 7.76 -1.94 5.88  -0.3190
35 C 8.18 -3.16 6.22  0.6924
36 O 9.29 -3.54 6.61  -0.5495
37 O 7.31 -4.06 5.66  -0.3329
38 H 6.21 -3.83 3.94  0.2503
39 H 5.31 -3.50 5.51  0.2712
40 H 6.02 -1.27 5.10  0.2762
41 H 7.23 -1.86 3.92  0.2588
42 C -0.15 1.98 4.36  -0.2569
43 C 0.71 3.21 4.58  -0.3523
44 O -0.06 4.29 4.06  -0.2979
45 C -1.30 3.84 3.90  0.6824
46 O -2.26 4.49 3.52  -0.5759
47 O -1.41 2.57 4.37  -0.3136
48 H -0.08 1.28 5.19  0.2490
49 H 0.06 1.47 3.42  0.2617
50 H 1.75 3.16 4.28  0.3566
51 H 0.73 3.35 5.66  0.2448

Values from the calculation:
Kohn-Sham gap = 5.330 eV
Molar mass = 353.84 g mol⁻¹
HOMO energy = -6.03 eV
Total energy = -42303.37008 eV
2S+1 = 1

=====

- Which value of HOMO energy does entry 6 give?
  -8.61 eV

=====

Copy entry 1 word for word.
Entry from the OMol25 dataset: a single C4H6O molecule in a non-equilibrium geometry (ωB97M-V/def2-TZVPD).

Each line ends with the Mulliken charge.
CARTESIAN COORDINATES (ANGSTROEM)
1 C 1.02 -0.58 -0.17  -0.3330
2 C -0.33 -0.83 -0.89  -0.3513
3 C -1.27 0.04 -0.03  -0.2681
4 C -0.47 0.86 0.69  -0.3180
5 H 1.97 -0.55 -0.91  0.2196
6 H 1.26 -1.39 0.58  0.2416
7 H -0.61 -1.92 -0.91  0.2770
8 H -0.38 -0.45 -1.94  0.2086
9 H -2.38 0.01 -0.03  0.3306
10 H -0.82 1.59 1.41  0.3770
11 O 0.91 0.72 0.53  -0.3840

Values from the calculation:
Structure (SMILES) = C1=COCC1
Relative energy (zero: lowest compared OMol25 entry of this formula, charge and spin) = 62.3 kJ/mol
Kohn-Sham gap = 9.644 eV
Molar mass = 70.09 g mol⁻¹
HOMO energy = -8.55 eV
Total energy = -6291.27226 eV
2S+1 = 1